No. 1
Computed, not measured: a 9-piece molecular cluster, C38H41Br8N5O10 overall at a distorted geometry, with ωB97M-V with the def2-TZVPD basis set.

Each line ends with the Mulliken charge.
Geometry (Å):
O (4.3732, -2.2461, 5.6092)  -0.571
N (4.6796, -3.0578, 4.7618)  0.974
O (5.1828, -4.1449, 4.9807)  -0.589
C (4.4182, -2.6973, 3.3648)  0.343
C (3.3679, -1.8448, 3.0723)  -0.573
C (3.1518, -1.4367, 1.7640)  0.417
C (3.9550, -1.9725, 0.7745)  -0.551
C (4.9635, -2.8906, 1.0770)  -0.561
C (5.2035, -3.2539, 2.3845)  -0.588
H (2.6988, -1.5761, 3.8820)  0.466
H (2.2781, -0.8630, 1.4973)  -0.130
H (3.7627, -1.8095, -0.2802)  0.493
H (5.5711, -3.2841, 0.2742)  0.409
H (5.9460, -4.0051, 2.6134)  0.452
O (5.5858, -7.6344, -1.8290)  -0.613
N (4.8523, -7.7556, -0.8708)  1.019
O (4.8447, -8.7067, -0.1148)  -0.603
C (3.9025, -6.6542, -0.5937)  -0.078
C (3.0955, -6.7455, 0.5294)  -0.473
C (2.1659, -5.7308, 0.7476)  -0.458
C (2.0462, -4.6801, -0.1514)  0.091
C (2.8725, -4.6109, -1.2744)  -0.343
C (3.8245, -5.6036, -1.4855)  -0.469
H (3.0905, -7.5827, 1.2093)  0.479
H (1.4739, -5.7767, 1.5786)  0.372
H (1.3005, -3.8978, -0.0688)  0.076
H (2.7656, -3.8461, -2.0313)  0.474
H (4.4172, -5.6010, -2.3889)  0.476
O (2.5817, 4.0593, 1.6447)  -0.599
N (2.2284, 3.8617, 0.5044)  1.103
O (2.1434, 2.7610, -0.0127)  -0.626
C (1.9181, 5.0274, -0.3346)  0.081
C (2.2761, 6.2758, 0.1201)  -0.609
C (1.9535, 7.3521, -0.6678)  -0.372
C (1.2263, 7.1845, -1.8467)  -0.559
C (0.8237, 5.9188, -2.2437)  -0.458
C (1.2065, 4.8260, -1.4948)  -0.169
H (2.8095, 6.3954, 1.0500)  0.487
H (2.2989, 8.3537, -0.4439)  0.372
H (0.9720, 8.0676, -2.4185)  0.396
H (0.2384, 5.7605, -3.1405)  0.423
H (0.9262, 3.8224, -1.7745)  0.499
O (-2.1518, 4.1790, 0.6347)  -0.622
N (-2.4372, 3.4232, -0.2691)  0.924
O (-1.6477, 2.6633, -0.8000)  -0.268
C (-3.8240, 3.3688, -0.7300)  0.096
C (-4.7923, 4.0648, -0.0379)  -0.631
C (-6.0849, 4.1266, -0.5217)  -0.435
C (-6.3943, 3.5336, -1.7446)  -0.542
C (-5.4382, 2.7547, -2.3807)  -0.780
C (-4.1421, 2.6637, -1.8829)  0.117
H (-4.5400, 4.5980, 0.8700)  0.494
H (-6.8759, 4.6270, 0.0189)  0.403
H (-7.3772, 3.6050, -2.1897)  0.401
H (-5.6195, 2.3178, -3.3557)  0.430
H (-3.3783, 2.1613, -2.4603)  0.374
O (0.5637, 3.3129, -7.7366)  -0.579
N (0.6288, 2.1448, -7.4110)  0.951
O (0.9332, 1.2316, -8.1489)  -0.582
C (0.3473, 1.8041, -6.0121)  0.060
C (0.7836, 0.6116, -5.4856)  -0.462
C (0.4787, 0.3217, -4.1641)  -0.736
C (-0.2144, 1.2355, -3.3870)  0.512
C (-0.6797, 2.4250, -3.9595)  -0.304
C (-0.4261, 2.6928, -5.2851)  -0.539
H (1.4484, -0.0591, -6.0116)  0.439
H (0.8600, -0.5596, -3.6638)  0.473
H (-0.4319, 0.9803, -2.3597)  -0.344
H (-1.2777, 3.0890, -3.3479)  0.572
H (-0.7503, 3.6047, -5.7659)  0.443
Br (1.0105, 3.4166, 7.4150)  -0.157
C (-0.5636, 2.6705, 6.5659)  -0.669
C (-0.2609, 2.0765, 5.2220)  -0.532
Br (0.0973, 3.4791, 3.9046)  -0.069
H (-1.3423, 3.4204, 6.4784)  0.393
H (-0.8766, 1.8793, 7.2433)  0.411
H (-1.1636, 1.5930, 4.8643)  0.236
H (0.6146, 1.4425, 5.2071)  0.379
Br (-4.0094, -1.2791, -0.1049)  -0.088
C (-5.0381, -1.9789, -1.5832)  -0.612
C (-5.2782, -3.4675, -1.3670)  -0.610
Br (-6.1903, -4.1531, -2.9362)  -0.154
H (-4.4921, -1.8361, -2.5096)  0.436
H (-5.9938, -1.4677, -1.6156)  0.397
H (-5.9448, -3.6572, -0.5282)  0.359
H (-4.3682, -4.0200, -1.1455)  0.356
Br (0.0386, -1.3760, -0.4591)  -0.027
C (0.0015, 0.3766, 0.4212)  1.460
C (-1.0614, 0.4843, 1.4652)  0.342
Br (-0.6003, -0.6620, 2.9836)  -0.220
H (-0.2658, 1.0249, -0.4085)  -1.797
H (1.0030, 0.6803, 0.6949)  0.504
H (-2.0167, 0.1768, 1.0615)  -0.222
H (-1.0650, 1.4968, 1.8649)  0.142
Br (-1.6486, -4.9185, 1.5663)  -0.139
C (-1.7225, -4.2915, 3.4082)  -0.474
C (-2.8604, -3.3146, 3.5611)  -0.296
Br (-4.6201, -4.1074, 3.3568)  -0.147
H (-0.7764, -3.8348, 3.6783)  0.275
H (-1.9014, -5.1958, 3.9823)  0.455
H (-2.7624, -2.5362, 2.8086)  -0.110
H (-2.8950, -2.8007, 4.5189)  0.407

Forces on the atoms, in the same order (eV/Å):
O -0.1 0.0 0.1
N -0.1 -0.3 0.0
O 0.0 0.2 0.0
C -0.3 0.1 -0.1
C -0.1 0.2 0.5
C -0.2 -0.8 0.0
C 0.4 -0.6 -0.4
C -0.2 0.6 -0.2
C 0.3 -0.4 -0.3
H 0.1 0.3 -0.1
H 0.1 0.2 0.1
H -0.1 0.4 0.1
H 0.0 -0.2 0.0
H 0.1 0.1 0.2
O 0.0 0.0 -0.1
N 0.0 0.1 0.2
O 0.0 0.1 -0.1
C 0.1 -0.3 0.3
C -0.6 0.5 0.1
C -0.1 0.2 -0.2
C 0.2 0.4 -0.8
C 0.2 -0.7 0.2
C -0.4 0.2 -0.3
H 0.4 -0.1 -0.1
H 0.1 -0.1 0.1
H -0.1 -0.2 0.5
H -0.1 0.2 0.2
H 0.2 -0.1 0.1
O 0.0 0.0 0.1
N 0.3 -0.1 -0.2
O -0.1 -0.1 0.0
C -0.3 -0.2 0.4
C 0.3 0.0 0.2
C -0.1 0.6 -0.8
C 0.0 0.1 0.3
C 0.1 0.2 -0.2
C -0.2 -0.4 0.0
H 0.0 -0.1 0.0
H -0.1 -0.1 0.3
H 0.0 -0.1 -0.1
H 0.0 0.1 0.0
H 0.0 -0.1 0.0
O -0.1 0.0 -0.2
N -0.1 -0.2 0.5
O 0.2 0.0 -0.3
C -0.4 -0.1 -0.5
C -0.1 0.5 0.6
C -0.4 -0.2 -0.6
C 0.2 -0.6 0.3
C 0.6 0.3 -0.4
C 0.1 0.4 -0.2
H 0.1 -0.1 0.0
H 0.2 0.2 0.1
H -0.1 0.1 0.1
H -0.2 -0.1 0.2
H 0.0 -0.1 0.2
O -0.1 0.0 0.0
N 0.4 -0.1 -0.1
O 0.0 0.0 -0.1
C -0.5 0.1 0.0
C 0.6 -0.4 0.3
C 0.2 0.3 0.5
C -0.4 0.1 -0.4
C -0.2 -0.6 0.6
C 0.3 0.4 -0.1
H -0.2 0.1 -0.4
H 0.0 -0.1 -0.3
H 0.0 0.2 0.0
H 0.1 0.2 -0.1
H -0.1 0.0 0.0
Br -0.1 0.2 0.0
C 0.2 -0.3 0.2
C -0.2 0.7 -0.2
Br 0.0 -0.1 0.0
H 0.1 0.2 0.2
H -0.1 0.0 0.0
H 0.2 -0.3 -0.1
H -0.1 -0.2 0.1
Br 0.0 0.1 0.1
C -0.3 -0.9 -0.1
C -0.1 0.2 0.6
Br 0.2 -0.1 0.0
H 0.1 0.3 0.1
H 0.1 0.2 0.0
H -0.1 0.2 0.0
H 0.1 0.0 -0.5
Br 0.1 0.1 0.2
C -0.1 0.2 -1.2
C 0.7 -0.1 0.2
Br -0.1 0.0 0.0
H -0.1 0.1 0.2
H 0.1 -0.3 0.4
H -0.2 0.0 0.2
H -0.2 0.0 0.0
Br 0.3 0.1 0.0
C -0.7 -0.4 0.1
C 0.0 0.6 -0.2
Br 0.1 -0.1 0.0
H 0.1 0.0 -0.2
H 0.2 0.1 0.2
H -0.2 -0.1 -0.1
H 0.3 -0.3 0.2

Values from the calculation:
LUMO energy (eV): -1.30
SMILES string: O=[N+]([O-])c1ccccc1.O=[N+]([O-])c1ccccc1.O=[N+]([O-])c1ccccc1.O=[N+]([O-])c1ccccc1.O=[N+]([O-])c1ccccc1.BrCCBr.BrCCBr.BrCCBr.BrCCBr
M (g mol⁻¹): 1367.0
Net charge: 0

---

No. 2
Computed, not measured: a 3-piece molecular cluster, C3H11ClN3 overall at a distorted geometry, with ωB97M-V with the def2-TZVPD basis set.

Each line ends with the Mulliken charge.
Geometry (Å):
C (-1.6847, 1.2873, -0.6353)  -1.193
C (-1.4743, 0.2846, 0.4727)  0.320
C (1.3560, -0.4902, 0.0621)  0.221
N (2.3541, -1.0508, -0.4648)  0.009
N (-0.7381, -0.9096, 0.1556)  -0.442
N (-2.7785, -0.4053, 0.7049)  -0.556
Cl (4.8296, 0.7890, 0.1182)  -0.268
H (-2.0595, 0.7995, -1.5155)  0.343
H (-2.4324, 2.0278, -0.5150)  0.392
H (-0.7241, 1.7709, -0.7939)  0.297
H (-1.2516, 0.6370, 1.4816)  0.394
H (1.4649, 0.4391, 0.6237)  0.228
H (2.3266, -1.8698, -1.0132)  0.279
H (3.2347, -0.5891, -0.3965)  -0.039
H (-0.6790, -1.0908, -0.8145)  0.305
H (4.3102, 0.1724, 1.0533)  0.247
H (-3.3824, -0.7726, 0.0069)  0.219
H (-2.6714, -1.0297, 1.4698)  0.244

Forces on the atoms, in the same order (eV/Å):
C 1.4 -0.1 0.2
C -3.2 -0.5 -0.2
C -4.1 0.4 0.5
N -0.5 0.5 0.4
N 3.8 -0.1 1.6
N 1.3 0.8 0.9
Cl 0.7 0.9 -1.2
H 0.4 -0.6 -0.7
H -0.6 0.8 1.1
H 0.0 0.2 -0.6
H 0.6 0.4 -0.4
H 0.5 -0.2 -0.1
H -0.3 -1.2 -0.7
H 1.2 0.3 -0.1
H -0.6 -0.2 -1.7
H -0.4 -0.7 1.6
H 0.0 -0.1 -1.1
H -0.3 -0.6 0.6

Values from the calculation:
LUMO energy (alpha / beta) (eV): -4.49 / -4.49
M (g mol⁻¹): 124.6
Net charge: +1

---

No. 3
Computed, not measured: a 8-piece molecular cluster, C30H80B3F12N5O10 overall at a distorted geometry, with ωB97M-V with the def2-TZVPD basis set.

Each line ends with the Mulliken charge.
Geometry (Å):
C (3.8402, 1.3283, 0.2413)  -0.190
O (4.0783, 1.6772, 1.6426)  -0.482
C (3.7725, 0.6624, 2.6460)  0.072
C (3.2979, 1.3148, 3.9740)  -1.003
N (1.8439, 1.8758, 3.8658)  -0.085
H (1.3129, 1.0730, 3.5597)  0.181
H (1.3871, 2.1188, 4.7332)  0.467
C (1.6331, 3.1344, 2.9173)  -0.250
C (0.1688, 3.5914, 2.9866)  -0.029
O (-0.0772, 3.7444, 4.3555)  -0.475
C (-1.4132, 3.8491, 4.7121)  -0.755
H (3.0626, 0.5896, 0.0470)  -0.380
H (4.7574, 0.9265, -0.1893)  0.488
H (3.4949, 2.2729, -0.1791)  0.272
H (4.7138, 0.1917, 2.9294)  0.371
H (3.1596, -0.1185, 2.1959)  0.008
H (4.0054, 2.0971, 4.2489)  0.380
H (3.3701, 0.5704, 4.7669)  0.516
H (1.7978, 2.8085, 1.8903)  -0.099
H (2.3550, 3.8897, 3.2281)  0.627
H (-0.4908, 2.7984, 2.6341)  -0.368
H (-0.0471, 4.4784, 2.3909)  0.615
H (-1.9070, 4.6828, 4.2128)  0.331
H (-1.4770, 4.1156, 5.7670)  0.307
H (-1.9600, 2.9287, 4.5071)  0.274
C (-3.6787, 7.2293, -1.2964)  -0.910
O (-3.2721, 5.9083, -0.8779)  -0.281
C (-1.9054, 5.6903, -1.1361)  -0.973
C (-1.6040, 4.2472, -0.5961)  0.172
N (-2.8703, 3.4027, -0.7358)  1.375
H (-2.9325, 2.6423, -0.0739)  -0.769
H (-3.6455, 3.9833, -0.4493)  0.793
C (-3.2023, 2.9249, -2.1537)  -0.512
C (-4.6738, 2.3259, -2.2994)  -0.657
O (-5.5717, 3.2702, -1.8343)  -0.372
C (-6.9399, 2.9260, -1.8183)  -0.830
H (-4.7521, 7.3778, -1.4142)  0.284
H (-3.3614, 7.5519, -2.2881)  0.357
H (-3.2985, 7.8972, -0.5234)  0.324
H (-1.2399, 6.4193, -0.6736)  0.484
H (-1.6714, 5.6340, -2.1992)  0.458
H (-1.4665, 4.3531, 0.4800)  -0.199
H (-0.7568, 3.6856, -0.9899)  0.199
H (-2.4419, 2.1775, -2.3806)  0.003
H (-3.0959, 3.8180, -2.7695)  0.541
H (-4.8019, 1.4313, -1.6900)  0.206
H (-4.9203, 2.0685, -3.3295)  0.697
H (-6.9944, 1.9561, -1.3239)  0.297
H (-7.3619, 2.8190, -2.8176)  0.331
H (-7.5618, 3.5521, -1.1786)  0.305
C (0.6780, -3.7004, -5.7675)  -0.746
O (1.0462, -2.3177, -5.5557)  -0.358
C (0.0194, -1.4523, -5.0225)  -0.402
C (0.7488, -0.1495, -4.7657)  -0.536
N (2.0002, -0.3214, -3.8104)  1.327
H (1.6295, -0.7986, -3.0011)  -1.047
H (2.6512, -0.9948, -4.1883)  0.588
C (2.7947, 1.0130, -3.4707)  -0.018
C (3.7788, 1.4226, -4.6567)  -0.792
O (3.0120, 1.6334, -5.8232)  -0.303
C (3.8588, 1.8880, -6.9937)  -0.837
H (1.3225, -4.3698, -6.3373)  0.260
H (-0.3217, -3.6410, -6.1978)  0.366
H (0.6008, -4.1926, -4.7981)  0.211
H (-0.4527, -1.9553, -4.1786)  0.087
H (-0.8048, -1.3977, -5.7336)  0.652
H (0.0946, 0.5380, -4.2295)  0.236
H (1.0227, 0.3520, -5.6939)  0.446
H (3.3222, 0.8065, -2.5395)  -0.076
H (2.2554, 1.9061, -3.1550)  0.225
H (4.4317, 0.5671, -4.8296)  0.421
H (4.3810, 2.3211, -4.5226)  0.471
H (4.7187, 2.5395, -6.8381)  0.320
H (3.2825, 2.1881, -7.8688)  0.268
H (4.3398, 0.9626, -7.3105)  0.357
C (1.5239, -3.6239, 0.4585)  -1.129
O (1.4599, -4.1907, 1.7354)  0.194
C (1.4652, -5.6777, 1.7460)  -0.609
C (1.3083, -6.0102, 3.2918)  -0.676
N (2.2128, -5.1289, 4.2271)  -0.301
H (2.2499, -5.6882, 5.0672)  0.408
H (3.1727, -5.0970, 3.9143)  0.409
C (1.7652, -3.7065, 4.5946)  -0.288
C (2.8341, -2.9957, 5.4486)  -0.402
O (4.1365, -3.1788, 4.8738)  -0.332
C (5.2391, -2.4837, 5.5205)  -0.655
H (0.6088, -3.7674, -0.1161)  0.483
H (2.3501, -4.0239, -0.1293)  0.605
H (1.5053, -2.5430, 0.5981)  -0.101
H (2.4561, -6.0698, 1.5168)  0.421
H (0.7669, -6.1941, 1.0873)  0.412
H (1.7756, -6.9687, 3.5177)  0.415
H (0.3452, -5.9551, 3.7992)  0.315
H (0.8242, -3.9613, 5.0821)  0.432
H (1.5512, -3.1549, 3.6791)  -0.036
H (2.8721, -3.3779, 6.4687)  0.482
H (2.5702, -1.9395, 5.5019)  0.262
H (6.1606, -2.8764, 5.0907)  0.273
H (5.3063, -2.6857, 6.5896)  0.340
H (5.1130, -1.4252, 5.2934)  0.165
C (-4.3156, -1.0575, -3.0238)  -0.802
O (-3.8078, -1.2427, -1.7009)  -0.462
C (-2.4642, -1.6074, -1.7992)  -0.650
C (-1.9398, -2.1235, -0.4070)  0.091
N (-1.9956, -1.0128, 0.6882)  1.606
H (-1.4599, -0.2259, 0.3509)  -0.933
H (-2.9465, -0.6733, 0.7146)  0.511
C (-1.4872, -1.3481, 2.0710)  0.420
C (-2.5213, -2.0885, 2.9075)  -0.916
O (-2.9930, -3.2782, 2.1371)  -0.349
C (-2.0874, -4.3126, 2.2970)  -0.705
H (-4.2377, -1.9570, -3.6344)  0.380
H (-3.7396, -0.2098, -3.3948)  0.272
H (-5.3589, -0.7419, -3.0239)  0.296
H (-1.9311, -0.7664, -2.2426)  0.074
H (-2.3974, -2.4746, -2.4562)  0.923
H (-0.9063, -2.4428, -0.5413)  -0.752
H (-2.5953, -2.9368, -0.0956)  0.695
H (-1.3061, -0.3716, 2.5202)  0.012
H (-0.5688, -1.9321, 2.0108)  0.045
H (-3.3573, -1.4639, 3.2224)  0.354
H (-2.0891, -2.3781, 3.8654)  0.387
H (-1.8918, -4.7554, 3.2736)  0.384
H (-1.1283, -4.1625, 1.8014)  0.115
H (-2.4776, -5.1357, 1.6984)  0.417
B (3.2687, -2.7264, -2.4868)  -0.241
F (4.0289, -3.5529, -1.7351)  -0.376
F (4.0191, -2.4520, -3.5710)  -0.396
F (2.0985, -3.3569, -2.8580)  -0.329
F (3.0256, -1.6357, -1.8003)  0.325
B (-3.8672, 1.7711, 1.7512)  0.236
F (-2.5556, 1.7059, 1.4798)  0.073
F (-4.0603, 1.3597, 3.0574)  -0.410
F (-4.4219, 3.0652, 1.6441)  -0.331
F (-4.4207, 0.8845, 0.8235)  -0.514
B (0.4832, 0.7059, -0.5531)  -1.089
F (0.7135, -0.4963, -1.2146)  0.221
F (0.8627, 0.6412, 0.7857)  0.367
F (1.0803, 1.7717, -1.1978)  -0.233
F (-0.8933, 0.9974, -0.6474)  -1.038

Forces on the atoms, in the same order (eV/Å):
C 0.2 0.2 0.8
O -1.1 -1.2 0.8
C 0.9 1.4 -0.7
C -0.4 0.2 -1.2
N 1.1 0.5 -1.1
H -0.5 -0.1 -0.8
H 0.2 0.5 0.8
C -0.5 -0.9 -0.5
C 0.5 -1.2 1.0
O 1.2 0.3 0.4
C -1.3 0.6 0.5
H 0.0 -0.1 0.6
H 0.1 0.4 -0.1
H 0.4 -0.2 -0.4
H 0.2 -0.2 0.0
H -0.5 0.1 0.3
H -0.4 0.3 -0.2
H -0.6 0.0 0.0
H 0.5 -0.1 0.2
H -0.1 -0.2 0.1
H -0.1 -0.2 -0.5
H 0.4 0.3 0.0
H -0.1 0.0 -0.4
H 0.2 -0.4 0.0
H -0.1 -0.1 0.0
C 0.0 0.4 0.4
O -0.1 0.8 -0.9
C 0.2 -2.0 -0.4
C -1.2 0.2 0.9
N -0.2 0.2 -1.4
H 0.8 -0.6 0.2
H -0.6 0.7 0.1
C -0.8 -0.2 0.5
C 0.7 0.3 0.8
O 0.1 2.2 0.4
C 0.1 -1.6 0.4
H -0.2 -0.8 0.8
H 0.9 -0.4 0.0
H -0.1 0.4 -0.3
H 0.0 0.1 0.2
H -0.3 0.6 -0.3
H 0.0 -0.3 0.1
H -0.1 0.3 -0.3
H -0.1 0.0 -0.2
H 0.0 -0.2 -0.1
H 0.4 -0.4 0.1
H 0.5 0.0 -0.4
H -0.3 -0.4 -0.1
H 0.0 0.2 -0.1
H 0.6 0.6 -0.3
C -1.4 0.8 1.2
O 0.6 -0.1 -0.4
C 1.4 -2.0 -0.6
C 0.2 0.5 0.9
N -1.4 2.6 -1.7
H 0.1 0.3 1.0
H 0.6 -0.4 -0.6
C 1.0 -0.1 -0.8
C -1.1 -1.4 0.1
O 0.3 0.7 -1.3
C 0.0 -1.2 0.2
H 0.5 1.1 -0.4
H -0.1 -0.6 -0.4
H -0.1 0.1 0.3
H 0.3 0.3 0.8
H 0.0 0.7 -0.4
H 0.0 0.1 0.1
H 0.5 -0.3 0.2
H 0.4 -0.5 -0.4
H -1.2 -0.6 -0.7
H 0.4 -0.1 0.1
H 0.0 0.0 0.9
H -0.4 0.6 0.5
H -0.3 0.3 0.6
H -0.1 -0.4 0.2
C -0.5 0.4 -1.0
O -0.4 -2.7 0.6
C 0.7 1.9 2.6
C 1.1 0.5 -0.1
N -0.5 0.5 -1.0
H 0.0 0.1 0.6
H 0.5 0.2 -0.6
C 0.3 -1.0 -0.3
C 0.8 -0.4 0.1
O -0.5 -0.3 0.0
C -0.7 -0.4 -0.5
H -0.2 -0.6 -0.1
H 0.2 0.5 0.0
H 0.8 0.1 -0.1
H 0.2 0.3 -0.5
H -0.5 0.4 0.2
H -0.5 -0.4 -0.4
H -0.2 0.0 -0.6
H 0.0 0.9 0.5
H 0.2 -0.4 0.0
H -0.3 -0.1 0.2
H -0.1 0.2 0.0
H -0.2 0.1 -0.3
H -0.4 0.1 0.1
H 0.3 0.1 0.3
C 0.0 0.8 0.6
O -0.9 -0.4 0.1
C 0.1 -0.5 1.3
C -0.5 1.3 -0.7
N 0.4 -2.1 -0.5
H 0.2 0.6 -0.4
H -0.9 0.3 0.2
C -0.8 0.2 0.0
C -0.5 -0.9 -1.0
O 0.4 2.2 2.3
C 0.4 -1.9 -1.6
H 0.3 0.0 0.0
H 0.1 -0.1 -0.9
H 0.0 -0.2 0.5
H 0.7 0.0 0.2
H 0.4 -0.2 -0.2
H -0.1 0.1 0.3
H 0.2 0.2 0.1
H 0.2 -0.1 0.1
H 0.0 0.2 -0.4
H -0.3 0.0 -0.7
H 0.3 -0.4 -0.1
H -0.4 0.6 0.6
H 0.4 0.6 0.2
H -0.3 -0.2 0.1
B 0.9 -2.8 -0.7
F 1.0 -2.0 2.0
F 0.9 1.3 -2.9
F -1.6 -0.4 -0.3
F -1.1 3.8 2.3
B -3.0 0.2 1.5
F 3.6 0.7 -0.5
F -0.1 -0.6 0.5
F 0.6 -0.2 -0.7
F -0.8 -0.4 -0.5
B -0.1 0.6 -0.9
F -0.1 -0.2 0.2
F 0.0 -0.2 0.7
F 0.8 0.4 -0.1
F -0.9 0.0 0.2

Values from the calculation:
LUMO energy (eV): -4.70
M (g mol⁻¹): 931.4
Net charge: +2